C29H48ClF6OPPm | ωB97M-V/def2-TZVPD

The geometry in XYZ format:
```
87
Properties=species:S:1:pos:R:3:forces:R:3
Pm 0.164157 -1.515050 -0.093743 1.87 3.60 -0.92
Cl 1.857548 -0.508761 1.723807 0.50 0.19 0.57
P 0.876793 2.000034 -0.347670 0.09 0.96 -0.16
C 1.295303 -3.140274 -0.621509 -1.02 -3.90 0.20
H 0.563555 -3.809496 -1.220182 0.95 0.82 -0.27
H 1.205479 -3.825451 0.307603 0.88 0.80 -0.31
C -0.338789 3.209996 -1.139924 0.26 -0.31 0.35
C 2.462363 2.233186 -1.346702 -0.49 -0.39 0.33
C -0.622140 2.714365 -2.560564 -0.17 0.08 -0.07
H -1.252451 3.041299 -0.539975 0.08 0.00 -0.19
C -1.806595 3.461480 -3.178546 0.00 -0.08 0.11
H 0.267871 2.861261 -3.194250 -0.28 -0.06 0.16
H -0.824744 1.635100 -2.533668 0.06 0.30 0.10
C -1.645021 4.986284 -3.112062 0.05 -0.04 -0.06
H -1.936310 3.138671 -4.220470 -0.08 0.10 0.14
H -2.715419 3.163267 -2.638532 0.06 0.05 -0.06
C -1.228105 5.498377 -1.727130 -0.11 -0.12 0.09
H -0.896302 5.297665 -3.853074 -0.02 -0.03 0.08
H -2.591766 5.459098 -3.398366 0.13 0.02 -0.07
C -0.060588 4.715212 -1.119083 -0.03 0.22 -0.25
H -0.957365 6.560486 -1.784788 -0.12 -0.10 -0.01
H -2.081539 5.423629 -1.041868 -0.04 0.01 -0.06
H 0.841737 4.944684 -1.695506 -0.28 -0.03 0.17
H 0.117314 5.074930 -0.098733 -0.14 -0.08 -0.30
C 1.305710 2.838887 1.271868 0.02 -0.51 -0.29
C 2.718853 3.541591 -2.100359 0.34 0.09 -0.01
H 3.258026 2.115005 -0.589214 -0.12 -0.13 -0.23
C 4.093413 3.506498 -2.778464 -0.06 -0.10 -0.02
H 1.951716 3.691905 -2.873170 0.23 -0.01 0.19
H 2.689979 4.410294 -1.427046 -0.02 -0.32 -0.19
C 4.243734 2.297672 -3.709121 0.01 0.03 0.01
H 4.246437 4.438511 -3.340690 0.05 -0.16 0.08
H 4.865440 3.471353 -1.998164 -0.03 -0.03 -0.07
C 3.864397 0.975666 -3.035272 -0.14 -0.07 0.10
H 3.613242 2.449129 -4.595104 0.01 0.00 0.06
H 5.281185 2.238374 -4.057243 -0.11 0.02 -0.10
C 2.516174 1.035980 -2.308665 0.31 -0.07 -0.08
H 3.835219 0.165253 -3.774004 0.14 0.10 0.10
H 4.631094 0.716413 -2.293619 -0.03 -0.01 -0.09
H 1.690630 1.112520 -3.033979 0.18 0.00 0.15
H 2.353458 0.093642 -1.756109 0.09 0.33 -0.22
C 0.009988 3.168423 2.023048 0.16 0.18 0.04
H 1.804923 2.006595 1.801703 -0.16 0.30 -0.02
C 0.310569 3.629321 3.450533 0.17 -0.32 0.01
H -0.534374 3.964688 1.492148 0.05 -0.14 0.14
H -0.648982 2.288951 2.043306 0.12 0.10 -0.01
C 1.330733 4.772190 3.498314 -0.15 0.24 -0.17
H -0.622852 3.932812 3.935078 0.09 0.03 0.09
H 0.701680 2.767182 4.012448 -0.05 0.15 -0.09
C 2.579559 4.534368 2.640392 0.15 -0.38 0.09
H 0.838554 5.697031 3.157780 0.06 -0.12 0.02
H 1.635934 4.941317 4.535782 -0.05 0.08 -0.05
C 2.266082 4.026591 1.229739 -0.22 0.37 0.04
H 3.167198 5.456444 2.565801 -0.03 -0.06 0.12
H 3.219886 3.786301 3.132559 -0.12 0.12 -0.02
H 1.822038 4.849090 0.650122 0.21 -0.17 0.17
H 3.204565 3.758853 0.727618 -0.19 0.02 0.12
C -2.732483 -1.236105 0.690563 -0.22 -0.05 -0.21
C -1.862803 -2.225278 0.847859 0.69 -1.82 0.07
H -3.139785 -0.956068 -0.284310 -0.06 -0.44 0.28
C -1.001331 -2.389233 2.122310 -0.41 0.46 -0.10
H -1.520947 -2.952448 0.056690 -1.20 0.33 0.25
C -2.025370 -2.355339 3.257908 0.71 -1.33 -0.73
H -0.344815 -3.289112 2.059633 -0.80 0.37 0.18
H -0.264174 -1.534457 2.242179 -0.87 -0.56 0.22
C -2.790824 -1.074756 3.277408 -0.67 0.76 -0.18
H -2.679079 -3.198386 3.070205 -0.43 -0.20 -0.08
H -1.549144 -2.617301 4.179760 0.29 0.34 0.88
C -3.137194 -0.437733 1.869424 0.49 0.80 1.54
H -3.722423 -1.242600 3.819372 -0.08 0.05 0.01
H -2.245458 -0.340740 3.864202 0.15 0.17 -0.01
H -4.201889 -0.199139 1.862544 -0.04 -0.09 -0.27
H -2.629135 0.548034 1.876790 -0.21 -0.35 -0.35
C -0.480793 -0.284849 -4.443226 0.05 0.45 -0.39
C -1.090755 -1.139569 -3.341404 -0.23 -0.64 0.80
O -0.621706 -0.834233 -2.072183 -0.98 -0.46 -2.09
C -2.663831 -0.970546 -3.355670 0.31 0.30 0.31
F -3.222581 -1.052170 -4.594708 0.26 0.00 0.64
F -3.298104 -1.881779 -2.572269 0.18 0.68 -0.44
F -2.982112 0.265315 -2.861995 0.03 -0.80 -0.40
C -0.767685 -2.643268 -3.740026 0.87 -0.07 0.60
F -1.077950 -2.940460 -5.035223 -0.01 0.12 0.64
F 0.578111 -2.851152 -3.603536 -1.45 0.14 -0.32
F -1.410358 -3.555057 -2.960658 0.56 0.51 -0.59
H -0.710135 0.769034 -4.263105 0.01 -0.24 -0.07
H -0.843373 -0.557014 -5.444730 0.09 0.04 0.34
H 0.605789 -0.400872 -4.412326 -0.15 -0.06 0.04
```
Positions in Å, forces in eV/Å.

Summary:
⟨S²⟩: 6.022
Largest force on an atom in eV Å⁻¹: 4.16
Energy in hartree: -3218.18675
Energy above the lowest of the compared OMol25 structures with the same formula, charge and spin in eV: 2.9984
2S+1: 5
Charge: -1



C5H10O2 | ωB97M-V/def2-TZVPD

The geometry in XYZ format:
```
17
Properties=species:S:1:pos:R:3:forces:R:3
C 2.039936 -0.321785 0.951615 0.03 0.01 0.04
C 0.873684 -0.493901 -0.013498 0.21 0.17 -0.15
O 0.015252 -1.545953 0.397769 -0.11 0.02 0.20
C 0.102640 0.812753 -0.224978 0.03 0.03 0.05
C -1.139005 0.604997 -1.085501 0.03 -0.01 0.03
C -2.293868 -0.010113 -0.331469 -0.06 0.06 0.31
O -2.406115 -0.007599 0.874008 0.02 0.00 -0.51
H 2.757067 0.419719 0.581113 -0.11 -0.10 0.04
H 1.680705 0.014182 1.932528 0.03 -0.05 -0.14
H 2.558506 -1.275652 1.084437 -0.06 0.14 -0.02
H 1.260238 -0.827342 -0.985992 -0.02 0.05 0.11
H -0.485809 -1.232255 1.165312 0.03 -0.11 -0.13
H -0.203286 1.222493 0.746723 0.07 -0.06 -0.11
H 0.769708 1.549699 -0.687717 -0.09 -0.12 0.05
H -0.923892 -0.018714 -1.962950 -0.05 0.06 0.12
H -1.514058 1.562412 -1.478599 0.02 -0.14 0.05
H -3.091703 -0.452940 -0.962799 0.05 0.06 0.08
```
Positions in Å, forces in eV/Å.

Summary:
Largest force on an atom in eV Å⁻¹: 0.51
Energy in hartree: -346.98218
Energy above the lowest of the compared OMol25 structures with the same formula, charge and spin in eV: 1.1769
SMILES string: C[C@@H](O)CCC=O



C29H80AsF6O11 | ωB97M-V/def2-TZVPD

The geometry in XYZ format:
```
127
Properties=species:S:1:pos:R:3:forces:R:3
As -0.227895 0.224524 -0.119030 -0.05 0.31 0.03
F -1.301016 -0.365649 -1.318559 -0.22 -0.27 -0.06
F -1.113351 -0.548998 1.157095 0.09 -0.26 0.05
F 0.872939 0.881373 1.060235 -0.12 0.05 0.02
F 0.662672 1.056828 -1.346339 0.12 0.17 -0.09
F -1.253510 1.610533 0.104458 -0.13 0.20 -0.09
F 0.775022 -1.163062 -0.266338 0.13 -0.21 -0.15
C -0.321939 -2.515516 4.217066 0.45 -0.15 -0.04
C -1.279961 -2.253021 5.361118 -0.63 -0.15 -0.45
O -2.608117 -2.634861 4.999241 0.40 -0.07 0.07
H 0.729326 -2.413725 4.509134 -0.09 0.11 0.11
H -0.487330 -1.832823 3.381551 -0.08 -0.03 -0.01
H -0.448052 -3.539930 3.861375 -0.10 0.02 -0.03
H -1.291537 -1.186763 5.612004 0.27 -0.03 0.27
H -1.026878 -2.862309 6.227512 0.10 0.18 0.14
H -2.795839 -2.136301 4.187540 -0.36 0.12 0.04
C -2.214965 -3.630970 0.334840 0.06 0.38 -0.13
C -1.781400 -4.615813 -0.724525 0.29 -0.19 -0.12
O -1.915822 -5.969645 -0.274791 -0.01 0.01 -0.18
H -1.907927 -2.623028 0.046026 -0.14 0.00 -0.04
H -1.736087 -3.836534 1.293244 -0.03 -0.12 -0.01
H -3.296007 -3.636120 0.470812 0.00 -0.07 0.07
H -0.751104 -4.417014 -1.045817 0.01 -0.05 0.19
H -2.367963 -4.524237 -1.640146 -0.22 0.01 0.13
H -1.058903 -6.275456 0.031088 0.00 0.02 0.04
C 1.264798 -3.905443 1.238224 -0.30 -0.18 -0.17
C 2.552138 -4.041784 0.449211 -0.18 0.04 0.04
O 2.935245 -5.404874 0.253912 0.02 0.09 0.05
H 1.403489 -4.097700 2.303812 0.10 0.11 0.03
H 0.517347 -4.622765 0.883278 0.14 0.01 -0.07
H 0.826618 -2.917989 1.090005 0.12 -0.02 0.24
H 3.347108 -3.475270 0.947238 0.08 -0.06 -0.06
H 2.425760 -3.620548 -0.548556 0.01 -0.01 -0.04
H 2.779430 -5.870763 1.080575 0.06 -0.02 0.03
C 0.929655 5.749240 0.468400 0.20 0.40 -0.10
C 0.669473 4.277778 0.520678 -0.32 -0.59 0.16
O -0.584758 4.058168 1.180460 0.13 0.00 -0.08
H 0.886863 6.166311 1.474965 0.06 0.06 -0.02
H 0.202298 6.277606 -0.149000 -0.11 -0.09 0.03
H 1.917916 5.935638 0.041427 0.02 0.02 0.10
H 1.453721 3.758842 1.081702 0.07 0.07 -0.03
H 0.639268 3.830132 -0.478175 -0.02 0.08 -0.01
H -0.892824 3.174096 0.945855 0.07 -0.05 0.03
C -4.049531 4.502928 0.556005 0.16 0.12 0.16
C -3.240104 5.797288 0.567291 0.04 -0.07 -0.53
C -4.121559 7.018126 0.383512 -0.41 -0.29 0.23
O -2.508902 5.946143 1.760710 -0.16 0.16 0.28
H -4.576088 4.380620 -0.392004 -0.05 -0.01 0.02
H -4.766162 4.503939 1.380889 -0.04 -0.02 -0.05
H -3.378440 3.651387 0.682459 -0.05 -0.04 0.00
H -2.553330 5.752182 -0.296157 0.05 0.01 0.15
H -4.787707 7.125781 1.245790 0.12 0.03 0.03
H -4.767146 6.859915 -0.483149 0.12 0.19 -0.11
H -3.545881 7.934222 0.272091 0.06 0.00 -0.05
H -1.866636 5.219979 1.806115 0.15 0.08 -0.16
C -4.466445 -2.548256 -3.105814 0.65 -0.04 0.60
C -4.358323 -1.043780 -3.179610 -0.35 -0.04 -0.33
C -3.409502 -0.580456 -4.262524 0.50 0.25 -0.12
O -5.686613 -0.558415 -3.449211 0.07 0.01 0.09
H -4.781796 -2.980381 -4.052613 -0.22 -0.03 0.03
H -5.106408 -2.828927 -2.268979 -0.33 -0.09 -0.28
H -3.483722 -2.955479 -2.844801 -0.01 0.04 -0.19
H -4.020514 -0.666061 -2.209250 0.02 0.03 -0.01
H -2.438403 -1.073310 -4.187446 -0.06 -0.03 0.11
H -3.206284 0.491861 -4.177589 -0.10 -0.01 -0.01
H -3.796362 -0.773536 -5.265534 -0.16 -0.11 0.08
H -5.614721 0.345663 -3.768142 0.00 0.05 0.07
C -4.706722 0.895087 2.242820 -0.19 0.50 -0.31
C -3.610299 0.564723 3.230001 -0.05 -0.52 -0.09
C -4.119285 0.563435 4.657597 0.06 0.38 -0.06
O -3.128934 -0.765536 2.957924 0.02 0.05 0.20
H -4.323454 0.963908 1.222298 0.05 -0.15 0.03
H -5.160743 1.866800 2.464355 0.06 -0.05 0.07
H -5.495146 0.142379 2.268033 0.06 -0.09 0.06
H -2.772874 1.257348 3.105313 -0.04 0.11 0.12
H -4.524889 1.542327 4.923715 0.04 0.02 -0.05
H -3.308919 0.334794 5.348428 -0.10 -0.17 0.06
H -4.926810 -0.162588 4.752490 0.11 -0.14 0.10
H -2.382583 -0.708834 2.350809 -0.13 0.04 -0.16
C 3.950768 -0.223299 -0.730203 -0.20 0.79 0.13
C 5.326584 -0.779185 -0.423861 -0.22 0.17 0.06
C 5.917038 -1.562538 -1.570467 0.24 -0.24 -0.06
O 6.229985 0.290821 -0.111561 -0.03 -0.16 -0.06
H 3.173853 -0.976038 -0.849010 0.14 -0.14 0.01
H 3.943077 0.434700 -1.604274 0.17 -0.27 -0.18
H 3.639037 0.430783 0.095025 -0.08 -0.20 0.06
H 5.232207 -1.421947 0.461766 0.11 -0.12 -0.10
H 6.807515 -2.116331 -1.264806 -0.02 0.06 0.05
H 6.209086 -0.897402 -2.384471 -0.14 0.07 0.01
H 5.190659 -2.283272 -1.948136 -0.01 0.01 0.01
H 5.753578 0.892065 0.469887 0.05 0.06 0.05
C 2.193216 -2.188604 -3.503044 0.03 0.64 0.26
C 1.228753 -3.302641 -3.858875 0.65 -0.53 -0.06
C -0.006318 -2.755518 -4.515060 -0.24 0.64 -0.01
O 1.836029 -4.268886 -4.736690 -0.26 0.10 -0.18
H 2.215994 -1.344087 -4.198058 -0.17 -0.24 -0.27
H 3.228281 -2.520936 -3.412626 -0.06 -0.22 0.22
H 1.855110 -1.759049 -2.556300 0.23 0.01 0.08
H 0.971496 -3.830752 -2.932153 -0.16 0.07 0.01
H -0.877045 -3.407330 -4.472010 0.09 -0.15 -0.05
H 0.200174 -2.473307 -5.549767 0.07 -0.21 -0.03
H -0.249632 -1.815400 -4.010513 -0.19 -0.13 0.08
H 2.568853 -4.678263 -4.267691 -0.01 0.04 0.03
C 3.086771 -0.977784 2.652348 0.42 -0.12 -0.11
C 2.911466 0.153499 3.640021 -0.58 0.16 0.22
C 4.055778 0.262338 4.616800 0.29 0.32 -0.21
O 2.793784 1.408947 2.972140 0.31 -0.09 0.03
H 3.114142 -1.951302 3.147899 -0.22 0.02 0.07
H 4.054111 -0.873678 2.149552 -0.11 0.09 -0.04
H 2.298226 -0.963324 1.900373 0.01 -0.13 0.02
H 1.974930 0.010512 4.201656 0.10 -0.22 0.02
H 4.265078 -0.690709 5.099967 -0.09 0.00 0.12
H 3.846803 1.037552 5.353763 0.00 -0.11 0.12
H 4.954864 0.572772 4.074308 -0.02 -0.08 0.01
H 2.054999 1.320370 2.359119 0.04 0.14 -0.04
C 3.076871 3.296998 -2.256285 -0.07 -0.04 0.20
C 2.249655 2.958295 -3.493354 0.01 -0.04 0.47
C 2.854781 3.523109 -4.752925 -0.39 0.43 -0.31
O 2.121756 1.549074 -3.653885 0.09 0.20 -0.19
H 4.137965 3.096532 -2.417942 0.00 0.00 0.00
H 2.741216 2.703651 -1.402014 0.02 -0.05 -0.07
H 2.940687 4.343248 -1.968370 0.13 0.04 -0.16
H 1.251491 3.388346 -3.327721 -0.01 0.01 -0.21
H 2.185396 3.368086 -5.602504 0.12 -0.22 0.00
H 3.827867 3.082966 -4.966353 0.01 -0.08 0.04
H 2.963607 4.607600 -4.664522 0.15 -0.05 0.11
H 1.562798 1.251883 -2.927799 0.04 -0.24 0.01
```
Positions in Å, forces in eV/Å.

Summary:
Largest force on an atom in eV Å⁻¹: 0.89
Energy in hartree: -4815.76634
Energy above the lowest of the compared OMol25 structures with the same formula, charge and spin in eV: 0.0000
Charge: -1



C2H10NS | ωB97M-V/def2-TZVPD

The geometry in XYZ format:
```
14
Properties=species:S:1:pos:R:3:forces:R:3
N 2.791860 0.206874 0.488339 -0.87 -0.44 0.06
H 2.967942 -0.149639 1.426668 0.23 0.20 0.11
H 2.829521 1.222618 0.442085 0.55 0.08 -0.01
H 3.379821 -0.276464 -0.187969 0.26 0.30 -0.08
H 1.799545 -0.022521 0.269982 -0.25 -0.13 -0.09
C -1.426819 -1.453089 -0.718445 0.09 0.27 -0.64
S -0.369092 -0.114081 -0.133349 -0.50 0.31 -0.23
C -1.617900 1.218180 0.140284 1.28 -0.08 1.51
H -2.370386 -1.369924 -0.190845 0.02 -0.38 0.16
H -0.933742 -2.412248 -0.590593 -0.10 0.01 0.28
H -1.600136 -1.304394 -1.783456 -0.09 -0.06 0.04
H -1.240781 2.165709 -0.223548 -0.19 -0.02 -0.59
H -2.623678 0.970147 -0.168695 0.08 -0.12 -0.39
H -1.586155 1.318830 1.229543 -0.52 0.08 -0.13
```
Positions in Å, forces in eV/Å.

Summary:
Largest force on an atom in eV Å⁻¹: 1.98
Energy in hartree: -534.87488
Energy above the lowest of the compared OMol25 structures with the same formula, charge and spin in eV: 0.3780
Charge: +1



Question: What is the formula in the fourth record?
Answer: C2H10NS



Question: Look up the largest force on an atom of the third one.
Answer: 0.89 eV Å⁻¹



Question: The highest energy above the lowest of the compared OMol25 structures with the same formula, charge and spin belongs to which entry?
Answer: C29H48ClF6OPPm